1.
Here is a 2-piece molecular cluster, C3H9NOS overall at a distorted geometry from OMol25. Energies are from the ωB97M-V functional and the def2-TZVPD basis.

Energy relative to the best compared isomer or geometry (same formula, charge and spin)   2.902 eV
M   107.2 g/mol
Multiplicity   1
Orbital gap   8.126 eV
Maximum force   0.0804 hartree/bohr
LUMO   0.9 eV
SMILES string   CCSN.C=O

Last column: Löwdin charge in e.
Atoms and positions in Å:
C 0.29 -1.08 0.75  -0.2004
C -0.70 -0.01 0.88  -0.5709
S -1.31 0.61 -0.72  0.8136
N -2.00 -0.74 -1.49  -0.3859
H 1.19 -0.84 0.25  0.0372
H 0.49 -1.54 1.67  0.0534
H -0.33 -1.90 0.13  0.1126
H -0.34 0.93 1.41  0.0809
H -1.60 -0.41 1.46  0.0984
H -2.39 -0.42 -2.32  -0.0242
H -1.26 -1.49 -1.74  0.0617
C 2.00 1.73 -0.09  -0.1564
O 1.00 1.87 -0.69  -0.0950
H 2.96 2.18 -0.39  0.0827
H 2.00 1.11 0.88  0.0923

2.
Here is a 2-piece molecular cluster, C3H9NOS overall at a distorted geometry from OMol25. Energies are from the ωB97M-V functional and the def2-TZVPD basis.

Energy relative to the best compared isomer or geometry (same formula, charge and spin)   1.480 eV
M   107.2 g/mol
Multiplicity   1
Orbital gap   8.728 eV
Maximum force   0.0338 hartree/bohr
LUMO   0.7 eV
SMILES string   NCC=O.CS

Last column: Löwdin charge in e.
Atoms and positions in Å:
N 0.52 -1.22 0.31  -0.0372
C -0.88 -0.80 0.52  -0.2047
C -1.87 -1.63 -0.27  -0.2343
O -1.49 -2.51 -0.99  0.0600
H 0.91 -1.46 1.20  0.0928
H 0.49 -2.09 -0.23  0.0964
H -0.97 0.24 0.19  0.1079
H -1.13 -0.81 1.58  0.1218
H -2.93 -1.32 -0.27  0.1242
C 1.15 2.43 -0.26  -0.5245
S 1.92 1.04 -1.20  0.5186
H 0.94 2.11 0.75  0.0098
H 1.84 3.27 -0.21  0.0084
H 0.23 2.75 -0.74  0.0090
H 1.26 0.00 -0.39  -0.1483

3.
Here is an isolated ion of composition C3H9NOS and charge +1 at a distorted geometry from OMol25. Energies are from the ωB97M-V functional and the def2-TZVPD basis.

Energy relative to the best compared isomer or geometry (same formula, charge and spin)   0.754 eV
M   107.2 g/mol
Multiplicity   2
Orbital gap (alpha / beta)   10.672 / 5.536 eV
Maximum force   0.0435 hartree/bohr
LUMO (alpha / beta)   -3.3 / -8.1 eV
Charge   +1

Last column: Löwdin charge in e.
Atoms and positions in Å:
C -0.04 -0.97 0.00  -0.2265
C 0.55 -0.07 1.16  -0.5389
S 1.73 -1.09 2.01  0.8564
N -0.10 -0.37 -1.27  0.1363
C -0.43 1.01 -1.45  -0.2198
O -1.58 1.45 -0.77  0.0258
H 0.51 -1.91 -0.03  0.1099
H -1.07 -1.28 0.36  0.1857
H -0.19 0.47 1.73  0.0827
H 1.17 0.67 0.64  0.0703
H 0.97 -1.19 3.17  -0.0645
H 0.03 -1.05 -2.01  0.1828
H 0.45 1.62 -1.21  0.1512
H -0.66 1.24 -2.50  0.1598
H -1.34 1.47 0.17  0.0887

4.
Here is C3H9NOS as an isolated structure at a distorted geometry from OMol25. Energies are from the ωB97M-V functional and the def2-TZVPD basis.

Energy relative to the best compared isomer or geometry (same formula, charge and spin)   1.262 eV
M   107.2 g/mol
Multiplicity   2
Orbital gap (alpha / beta)   11.177 / 7.122 eV
Maximum force   0.0481 hartree/bohr
LUMO (alpha / beta)   -3.7 / -7.8 eV
Charge   +1

Last column: Löwdin charge in e.
Atoms and positions in Å:
O 1.23 -1.53 0.51  0.1152
C 0.20 -1.14 0.95  -0.3574
C -1.05 -1.24 0.19  -0.2926
N -0.69 -0.99 -1.17  0.0602
H 0.08 -0.75 1.98  0.1357
H -1.45 -2.25 0.38  0.1589
H -1.81 -0.57 0.60  0.0960
H -1.29 -1.44 -1.84  0.1461
H -0.44 0.34 -0.64  0.1049
H 0.29 -1.26 -1.28  0.1121
C 1.12 2.20 0.01  -0.3814
S -0.49 1.62 0.57  0.9369
H 1.83 1.40 -0.19  0.0548
H 0.96 2.79 -0.89  0.0673
H 1.51 2.82 0.81  0.0432

5.
Here is one molecule with the formula C3H9NOS2 at a distorted geometry from OMol25. Energies are from the ωB97M-V functional and the def2-TZVPD basis.

Energy relative to the best compared isomer or geometry (same formula, charge and spin)   3.858 eV
M   139.2 g/mol
Multiplicity   1
Orbital gap   9.596 eV
Maximum force   0.1135 hartree/bohr
LUMO   0.6 eV
SMILES string   C[S@@](=O)(=S)CCN

Last column: Löwdin charge in e.
Atoms and positions in Å:
C 2.15 0.49 0.10  -0.1876
S 0.45 1.16 0.63  0.2656
O 0.01 0.58 1.94  -0.4937
S 0.45 3.07 0.56  0.2402
C -0.80 0.48 -0.72  -0.2815
C -0.94 -1.03 -0.82  -0.3277
N -1.50 -1.66 0.49  -0.1084
H 2.99 0.45 0.93  0.1047
H 1.77 -0.65 -0.12  0.0964
H 2.50 1.01 -0.72  -0.0058
H -1.73 0.95 -0.24  0.1053
H -0.47 0.96 -1.73  0.1195
H -0.08 -1.68 -0.97  0.0876
H -1.74 -1.17 -1.61  0.1190
H -0.68 -1.86 1.39  0.1664
H -2.37 -1.10 0.91  0.1000

6.
Here is one molecule with the formula C3H9NOSi at a distorted geometry from OMol25. Energies are from the ωB97M-V functional and the def2-TZVPD basis.

Energy relative to the best compared isomer or geometry (same formula, charge and spin)   1.821 eV
M   103.2 g/mol
Multiplicity   3
Orbital gap (alpha / beta)   4.992 / 6.762 eV
Maximum force   0.1669 hartree/bohr
LUMO (alpha / beta)   0.7 / -2.8 eV

Last column: Löwdin charge in e.
Atoms and positions in Å:
C -0.04 1.27 -0.09  -0.7091
C 0.39 1.57 -1.46  -0.0586
C 0.19 -1.26 -0.46  -0.0574
N -0.28 -0.07 0.33  -0.1586
O -0.32 2.11 0.71  0.0250
Si -0.70 -0.01 2.07  0.6767
H -0.29 2.20 -1.93  0.0387
H 1.37 2.07 -1.30  0.0913
H 0.27 0.60 -2.02  0.0815
H 0.76 -1.86 0.35  0.1025
H -0.74 -1.64 -0.97  0.1229
H 0.90 -0.96 -1.17  0.0381
H -0.64 -1.57 2.25  -0.0410
H -2.05 0.24 2.32  -0.0890
H 0.20 0.82 2.76  -0.0629

Which value of M does entry 6 give? 103.2 g/mol

What is the M in the second record? 107.2 g/mol

Which of these has the lowest maximum force? number 2